# 1
Density functional theory data (ωB97M-V with the def2-TZVPD basis set) for a 12-piece molecular cluster, C42H90N2O10 overall in a non-equilibrium geometry.

* lowest unoccupied orbital energy: 0.1952 eV
* structure (SMILES): CCN(CC)CC.CCN(CC)CC.CC(C)=O.CC(C)=O.CC(C)=O.CC(C)=O.CC(C)=O.CC(C)=O.CC(C)=O.CC(C)=O.CC(C)=O.CC(C)=O
* E_tot: -68465.03767 eV
* highest occupied orbital energy: -8.160 eV
* multiplicity: 1

```
144
C42H90N2O10 | the OMol25 dataset | ωB97M-V with the def2-TZVPD basis set
C 5.8675 -11.1830 -3.0514
C 6.2844 -12.1028 -1.8586
N 5.2239 -12.2693 -0.9021
C 3.9547 -12.7888 -1.4191
C 3.9765 -14.2608 -1.9506
C 5.7831 -13.1248 0.2304
C 4.7785 -13.2127 1.3653
H 5.2367 -11.6241 -3.8231
H 6.7881 -10.8362 -3.5208
H 5.3689 -10.2667 -2.7353
H 6.6058 -13.1108 -2.1209
H 7.0808 -11.6299 -1.2840
H 3.1734 -12.7123 -0.6630
H 3.6875 -12.1114 -2.2302
H 4.8181 -14.3938 -2.6303
H 4.0176 -15.0110 -1.1608
H 3.0099 -14.4059 -2.4331
H 6.7116 -12.6766 0.5842
H 6.1347 -14.0994 -0.1082
H 5.2828 -13.4278 2.3073
H 4.1453 -14.0694 1.1346
H 4.1480 -12.3285 1.4582
C -2.1538 -13.4324 -13.5517
C -1.9603 -12.5560 -14.7785
N -0.5694 -12.0093 -15.0031
C 0.4669 -13.0316 -15.2992
C 0.0338 -14.0069 -16.4054
C -0.0669 -10.9937 -14.0284
C -0.9898 -9.7115 -13.9650
H -3.1570 -13.8452 -13.4452
H -1.9225 -12.8711 -12.6465
H -1.4377 -14.2463 -13.4379
H -2.3093 -13.1056 -15.6527
H -2.7045 -11.7681 -14.6633
H 1.3480 -12.5013 -15.6609
H 0.6940 -13.5516 -14.3685
H -0.4004 -13.4597 -17.2421
H 0.8836 -14.5407 -16.8307
H -0.6795 -14.7376 -16.0242
H 0.9202 -10.6169 -14.2963
H -0.0662 -11.3124 -12.9860
H -1.2779 -9.3899 -14.9659
H -0.4740 -8.9030 -13.4470
H -1.8951 -9.9465 -13.4053
C 4.4264 -20.3003 -15.8689
C 4.6787 -20.3920 -17.3716
O 5.6940 -20.0048 -17.9331
C 3.4705 -20.8636 -18.2140
H 4.3054 -21.2862 -15.4200
H 3.4949 -19.7549 -15.7177
H 5.2626 -19.9033 -15.2933
H 3.0276 -19.9787 -18.6711
H 2.7807 -21.4754 -17.6326
H 3.9491 -21.3837 -19.0438
C 4.4100 -13.8138 -10.0148
C 5.1957 -13.3615 -11.2800
O 5.5098 -12.1946 -11.4054
C 5.5279 -14.3926 -12.3532
H 5.0360 -13.8933 -9.1261
H 3.8289 -14.6973 -10.2792
H 3.7356 -12.9770 -9.8328
H 6.2618 -15.1046 -11.9757
H 5.9984 -13.9686 -13.2403
H 4.6455 -14.9789 -12.6096
C 13.0009 -20.7504 -14.7375
C 11.9769 -20.2463 -13.7815
O 12.0942 -20.4657 -12.5769
C 10.8996 -19.3175 -14.3453
H 13.2698 -19.9707 -15.4501
H 12.6143 -21.5606 -15.3558
H 13.8552 -21.1562 -14.1957
H 11.2639 -18.5614 -15.0408
H 10.2472 -18.8427 -13.6124
H 10.2804 -19.9806 -14.9494
C 10.7670 -14.6869 -18.0215
C 11.0918 -13.6582 -17.0074
O 10.7782 -13.8956 -15.8206
C 11.6110 -12.2902 -17.5371
H 11.6330 -15.3061 -18.2555
H 10.4008 -14.1475 -18.8951
H 9.9629 -15.3461 -17.6945
H 10.7811 -11.7658 -18.0107
H 12.4487 -12.5241 -18.1942
H 12.0326 -11.6660 -16.7493
C -1.0604 -12.5560 -5.3856
C -1.9116 -12.2414 -4.1117
O -2.4418 -13.0858 -3.4347
C -2.3114 -10.8201 -3.8348
H -0.8399 -13.6229 -5.3514
H -0.1570 -11.9468 -5.3576
H -1.6298 -12.3317 -6.2876
H -3.0824 -10.8060 -3.0643
H -2.7251 -10.4036 -4.7532
H -1.4266 -10.2620 -3.5287
C 2.9902 -7.2098 -8.2097
C 1.7407 -7.4258 -7.4001
O 0.9730 -8.3185 -7.6721
C 1.4035 -6.4665 -6.2834
H 3.8222 -7.3104 -7.5128
H 2.9223 -6.2439 -8.7103
H 2.9901 -8.0327 -8.9245
H 0.8762 -7.0638 -5.5396
H 0.7773 -5.6713 -6.6879
H 2.2562 -6.0077 -5.7829
C 4.9241 -8.3050 -18.4761
C 6.2773 -8.5649 -17.8920
O 7.3202 -8.4634 -18.5467
C 6.3422 -9.1063 -16.4882
H 4.4042 -9.2323 -18.7170
H 5.0193 -7.7116 -19.3855
H 4.3251 -7.7217 -17.7769
H 5.6571 -9.9388 -16.3278
H 6.1137 -8.3185 -15.7704
H 7.3218 -9.4639 -16.1711
C 8.6964 -21.6064 -8.2987
C 7.5226 -20.6443 -8.3621
O 6.5151 -20.7765 -7.6623
C 7.5092 -19.6304 -9.4592
H 8.7662 -22.2246 -9.1937
H 8.6094 -22.2121 -7.3966
H 9.5928 -20.9870 -8.2669
H 8.4657 -19.1135 -9.5366
H 6.7042 -18.9108 -9.3102
H 7.4357 -20.0994 -10.4404
C 0.5628 -19.5544 -8.7903
C 1.5264 -19.8558 -9.9646
O 1.8158 -19.0082 -10.8016
C 2.0760 -21.2627 -9.9550
H 0.2241 -18.5193 -8.7462
H 0.9685 -19.7606 -7.7998
H -0.2192 -20.3052 -8.9041
H 2.5758 -21.5048 -9.0171
H 2.9002 -21.4352 -10.6471
H 1.2981 -21.9843 -10.2048
C 10.3127 -12.7364 -8.8587
C 10.2082 -13.5489 -7.6212
O 9.3867 -14.4750 -7.5321
C 10.9504 -13.1245 -6.4103
H 9.7444 -13.2493 -9.6347
H 11.3682 -12.5803 -9.0813
H 9.7783 -11.8126 -8.6370
H 11.7000 -13.8931 -6.2219
H 10.2958 -13.0613 -5.5410
H 11.3037 -12.1150 -6.6206
```

Mulliken population analysis, charges in e, atoms 1 to 4: C -1.411; C -0.407; N -0.049; C -0.708

---

# 2
Density functional theory data (ωB97M-V with the def2-TZVPD basis set) for C42H94MgO37S6 as an isolated structure in a non-equilibrium geometry.

* lowest unoccupied orbital energy: -0.1845 eV
* E_tot: -191289.91516 eV
* relative energy (zero: lowest compared OMol25 entry of this formula, charge and spin): 52.9 kcal/mol
* highest occupied orbital energy: -9.641 eV
* multiplicity: 1

```
180
C42H94MgO37S6 | the OMol25 dataset | ωB97M-V with the def2-TZVPD basis set
Mg -13.3196 -6.6166 23.8074
C -10.2688 -9.0091 24.2547
C -11.3629 -7.9246 24.1451
O -11.2342 -6.8532 23.5629
O -12.4188 -8.1836 24.7317
H -9.2969 -8.6893 23.8787
H -10.4924 -10.0007 23.8612
H -10.2070 -9.2463 25.3167
C -13.8709 -2.8012 23.9399
C -13.5589 -4.2461 23.9486
O -13.4664 -4.8683 22.9114
O -13.4530 -4.9250 24.9454
H -14.3936 -2.4774 23.0399
H -12.9081 -2.2999 23.8411
H -14.3932 -2.4456 24.8280
C -10.1358 -14.0623 23.9796
C -10.9573 -12.8392 24.2406
O -12.0886 -13.1427 24.9750
C -13.0118 -12.2373 25.2344
O -13.1153 -11.0912 24.7908
O -13.9506 -12.7153 26.0894
C -14.1416 -14.0881 26.5030
H -10.8206 -14.6775 23.3959
H -9.7976 -14.4903 24.9233
H -9.3147 -13.8421 23.2974
H -11.2481 -12.3912 23.2905
H -10.3540 -12.1235 24.7991
H -15.1706 -14.3478 26.7516
H -13.5960 -14.2354 27.4350
H -13.8140 -14.8006 25.7459
C -13.9745 1.3073 19.5895
C -14.2621 0.2994 20.6769
O -13.8817 -0.9354 20.1255
C -14.7518 -1.9252 19.9003
O -15.9632 -1.8196 20.1037
O -14.0698 -3.0417 19.5696
C -12.6126 -3.1828 19.4855
H -13.9927 2.2584 20.1216
H -14.7323 1.4001 18.8116
H -12.9948 1.1900 19.1264
H -15.3416 0.3320 20.8245
H -13.7485 0.6711 21.5636
H -12.1414 -2.3466 20.0021
H -12.4702 -3.0849 18.4093
H -12.3164 -4.1989 19.7463
C -14.1134 -5.9216 18.1659
C -13.7272 -6.2994 19.6335
O -13.9859 -7.6979 19.7876
C -13.7588 -8.2608 20.9714
O -13.6073 -7.5748 21.9827
O -13.6161 -9.5690 20.7446
C -13.0028 -10.4046 21.6470
H -13.9008 -6.7612 17.5041
H -13.4401 -5.1120 17.8843
H -15.0742 -5.4102 18.1074
H -14.3504 -5.8037 20.3779
H -12.6780 -6.0730 19.8235
H -11.9823 -10.0831 21.8553
H -12.8870 -11.3190 21.0651
H -13.5975 -10.5973 22.5399
C -10.9167 -8.9293 17.9825
C -10.1007 -8.8572 19.2361
O -9.9066 -10.1912 19.7509
C -8.8865 -10.5036 20.6034
O -8.1987 -9.6281 21.1356
O -8.8300 -11.8099 20.9726
C -9.6716 -12.8327 20.3521
H -10.7482 -8.0781 17.3228
H -11.9856 -8.8120 18.1607
H -10.6918 -9.8317 17.4140
H -10.7001 -8.1736 19.8374
H -9.1594 -8.4093 18.9176
H -10.6859 -12.4347 20.3224
H -9.7340 -13.6820 21.0325
H -9.3141 -13.1004 19.3578
C -12.5202 -18.4841 25.1369
C -12.5805 -17.6411 26.4038
O -11.2093 -17.6620 26.8852
C -10.4779 -16.6279 27.3890
O -9.2703 -16.6217 27.6549
O -11.3223 -15.5624 27.5371
C -10.8017 -14.2958 27.9257
H -11.8609 -18.0306 24.3968
H -13.4609 -18.3898 24.5945
H -12.1616 -19.4976 25.3164
H -13.2266 -18.1541 27.1162
H -12.8609 -16.6148 26.1668
H -10.3483 -14.2588 28.9162
H -11.7007 -13.6845 27.8470
H -10.1150 -13.7144 27.3105
O -7.8457 -4.0216 29.4250
S -7.0455 -3.6339 28.2454
O -5.8185 -4.3055 27.8440
O -8.0617 -3.7454 26.9532
C -9.4200 -3.1506 27.0476
C -10.2940 -3.3834 25.8043
C -6.7402 -1.8363 28.2440
H -9.3535 -2.0753 27.2131
H -9.9226 -3.5498 27.9286
H -9.9309 -2.7973 24.9600
H -11.2922 -3.0214 26.0509
H -10.3590 -4.4372 25.5335
H -5.7739 -1.6052 28.6924
H -7.5842 -1.3547 28.7379
H -6.7777 -1.6229 27.1758
O -15.0810 -7.2613 24.4066
S -16.3764 -7.5775 25.0467
O -16.8109 -6.8351 26.2206
O -17.5603 -7.4680 23.9029
C -18.7981 -6.9880 24.3687
C -19.6892 -8.1542 24.7765
C -16.5172 -9.4210 25.2940
H -19.0593 -6.4437 23.4612
H -18.6800 -6.1645 25.0730
H -19.2804 -8.7084 25.6213
H -19.9190 -8.8805 23.9969
H -20.6709 -7.6990 24.9071
H -16.8223 -9.7697 24.3074
H -17.3646 -9.5741 25.9624
H -15.5557 -9.8000 25.6402
O -13.9433 -8.3369 31.0725
S -14.6920 -7.5167 30.0907
O -15.4484 -6.3016 30.4569
O -13.6143 -7.1428 28.8172
C -13.9219 -6.1158 27.9286
C -13.3983 -4.8081 28.5210
C -15.8537 -8.5188 29.1215
H -14.9792 -6.1058 27.6638
H -13.3624 -6.3187 27.0154
H -12.3101 -4.8153 28.4579
H -13.6811 -4.5964 29.5522
H -13.7528 -3.9321 27.9779
H -16.3674 -7.8464 28.4345
H -16.6281 -8.8844 29.7959
H -15.2491 -9.3062 28.6713
O -4.9774 -4.9152 21.2029
S -6.1120 -5.3921 22.0188
O -6.0664 -5.3647 23.4868
O -7.5394 -4.7230 21.4798
C -8.6890 -4.6938 22.2848
C -9.7286 -3.8270 21.6288
C -6.4739 -7.1052 21.4528
H -8.5668 -4.1355 23.2130
H -8.9661 -5.7125 22.5557
H -10.1276 -4.2854 20.7239
H -9.3173 -2.8366 21.4338
H -10.6371 -3.6723 22.2108
H -7.5381 -7.3154 21.5596
H -5.8899 -7.7961 22.0608
H -6.2686 -7.2263 20.3892
O -11.8335 -13.0791 32.0834
S -10.9099 -12.1862 31.3857
O -9.8320 -12.7974 30.6093
O -11.8152 -11.3616 30.2744
C -11.1502 -10.3503 29.5610
C -11.8925 -10.2197 28.2197
C -10.3758 -10.7218 32.3891
H -10.1459 -10.7259 29.3651
H -11.0218 -9.3893 30.0592
H -12.9539 -10.1828 28.4652
H -11.6612 -11.0531 27.5562
H -11.5683 -9.2578 27.8226
H -10.1193 -11.0734 33.3884
H -11.1970 -10.0607 32.6663
H -9.4456 -10.3142 31.9935
O -5.0254 -9.1716 24.0267
S -5.6814 -8.9460 25.3121
O -4.9910 -8.3145 26.4274
O -7.0888 -8.0954 25.0087
C -7.3726 -6.9622 25.8481
C -8.2084 -7.3039 27.1471
C -6.3991 -10.5792 25.8795
H -7.9496 -6.2416 25.2686
H -6.4685 -6.3828 26.0350
H -8.6695 -8.2914 27.1300
H -9.0762 -6.6514 27.2439
H -7.6713 -7.2443 28.0937
H -7.1426 -10.8428 25.1273
H -6.8749 -10.3899 26.8418
H -5.6123 -11.3305 25.9479
```

Mulliken population analysis, charges in e, atoms 1 to 4: Mg 1.420; C 0.753; C 1.237; O -0.956